{"formula": "C24H27ClN4O2S", "method": "ωB97M-V/def2-TZVPD", "elements": ["H", "N", "H", "H", "H", "C", "C", "N", "C", "H", "H", "N", "C", "H", "O", "H", "S", "C", "C", "C", "C", "Cl", "H", "H", "H", "C", "H", "H", "C", "H", "C", "H", "C", "H", "H", "H", "C", "H", "C", "C", "H", "N", "H", "C", "C", "H", "C", "O", "C", "H", "C", "C", "H", "H", "C", "C", "H", "C", "H"], "xyz": [[-0.9943, -0.3006, -1.8022], [-2.6452, 1.6338, -1.1567], [-2.7570, 0.0944, 1.4704], [4.9993, -2.3079, 1.0769], [-5.4382, -3.5507, -0.4106], [-1.5004, 2.2553, -0.8082], [-3.9185, 2.3102, -1.2083], [-4.7914, 0.2701, -0.2071], [0.8798, -0.7103, -0.8826], [-3.7486, 3.3763, -1.0504], [7.6355, -0.2577, 2.1421], [4.0401, -0.4922, 1.0376], [6.3141, -0.8442, -0.9089], [-5.8409, 2.1257, -0.2106], [-1.3958, 3.4626, -0.7022], [9.5087, 0.5233, 0.7480], [5.0810, 1.4138, 2.5711], [-3.6990, 0.0038, 2.0072], [-5.6213, -1.6709, -1.4664], [1.9005, -0.2390, -0.0577], [7.5588, -0.3057, 1.0668], [9.8151, 0.6470, -2.0718], [-4.3612, 2.1611, -2.1980], [-3.5736, -0.7318, 2.7979], [2.7813, 2.4090, 1.7031], [7.3587, -0.4005, -1.6978], [-2.7495, 0.6351, -1.0327], [-3.6024, -2.0770, 0.3274], [-4.5946, -1.9510, 0.7662], [-6.6312, -2.4390, 0.2694], [-5.8292, -0.2052, -1.1089], [-4.6223, -2.5044, 1.7063], [-0.2270, 0.0686, -1.1399], [0.9878, -1.6955, -1.3096], [5.4770, -1.1745, 2.3792], [-6.4041, -1.9929, -2.1546], [3.9414, 0.7592, 1.5817], [5.4236, -1.2384, -1.3756], [6.4035, -0.7993, 0.4777], [-4.8088, -0.4595, 1.0605], [-4.6570, -1.7875, -1.9642], [2.8262, 1.4841, 1.2943], [7.2881, -0.4362, -2.7736], [3.0763, -1.0707, 0.2135], [-0.3316, 1.3430, -0.5739], [-4.4279, 2.0423, 0.8504], [-4.8218, 1.7242, -0.1123], [3.2278, -2.1882, -0.2315], [1.8033, 1.0424, 0.4971], [0.5977, 2.8228, 0.6422], [8.6126, 0.1378, 0.2883], [-5.6426, -2.5015, -0.1916], [-3.9256, 0.9547, 2.4818], [-6.8310, -0.0805, -0.6577], [8.5043, 0.0903, -1.0917], [5.2436, -1.2695, 1.3168], [-5.7861, -0.3381, 1.5670], [0.6853, 1.8277, 0.2325], [-5.7932, 0.4016, -2.0162]], "forces_ev_per_angstrom": [[-0.074, -0.035, -0.068], [-0.087, -0.190, -0.069], [0.135, 0.003, -0.061], [0.024, 0.216, 0.098], [-0.073, -0.035, 0.028], [-0.107, -0.085, -0.190], [-0.204, 0.130, 0.090], [-0.170, -0.023, 0.125], [0.109, 0.041, 0.121], [-0.056, -0.094, -0.079], [-0.030, 0.020, 0.100], [-0.145, 0.061, 0.050], [0.050, 0.007, 0.130], [0.037, -0.033, 0.060], [0.110, 0.222, 0.152], [0.095, 0.044, 0.009], [0.222, 0.261, 0.309], [-0.332, 0.041, -0.076], [-0.276, 0.087, 0.158], [-0.253, 0.314, -0.018], [-0.031, -0.121, -0.112], [0.175, 0.079, -0.129], [-0.029, 0.097, 0.067], [0.020, -0.051, 0.080], [0.135, -0.214, -0.020], [0.095, 0.061, -0.038], [0.153, 0.063, 0.071], [0.118, 0.013, 0.030], [-0.429, 0.078, 0.085], [-0.059, -0.046, 0.018], [0.053, -0.196, -0.310], [0.072, 0.016, 0.046], [-0.024, 0.017, 0.028], [0.011, -0.072, -0.045], [-0.074, -0.042, -0.160], [0.013, -0.003, -0.065], [-0.030, 0.512, 0.345], [-0.101, -0.055, -0.062], [0.027, -0.027, 0.010], [0.360, -0.261, 0.221], [0.034, 0.005, -0.081], [0.038, 0.014, -0.027], [0.028, 0.005, -0.096], [-0.185, -0.148, -0.092], [0.466, -0.024, 0.196], [-0.026, 0.010, -0.021], [0.184, 0.144, -0.196], [-0.063, -0.001, -0.104], [-0.320, -0.575, -0.442], [-0.023, 0.122, 0.024], [0.070, -0.016, -0.097], [0.286, 0.016, -0.125], [0.062, 0.082, 0.054], [0.047, 0.053, -0.038], [-0.195, -0.082, 0.148], [0.310, -0.397, 0.073], [0.049, -0.021, -0.062], [-0.109, -0.014, -0.071], [-0.081, 0.028, 0.029]], "mulliken_charge": [0.5980, -0.0312, 0.2307, 0.4238, 0.3538, 0.1438, -0.9950, 0.6441, -1.1550, 0.4857, 0.3894, 0.1223, -0.1090, 0.3377, -0.6831, 0.4099, -0.3415, -1.5513, -0.7611, 0.4613, -0.2691, -0.2233, 0.3395, 0.4758, 0.3014, -0.8579, 0.2101, 0.2577, -0.8600, 0.3227, -0.9451, 0.3716, -0.5441, 0.4882, 0.6185, 0.3438, 0.1576, 0.4219, 0.5463, 0.3377, 0.2716, -0.0690, 0.4132, 0.9115, 0.8039, 0.3067, -0.6941, -0.6723, 0.3045, 0.4629, -0.6850, -0.7725, 0.4091, 0.4063, 0.4056, -1.8503, 0.1867, -1.0166, 0.4110], "de_lowest_ev": 0.000, "smiles": "C[C@@H]1CCCCN1CCNC(=O)c1ccc2c(=O)n(Cc3ccc(Cl)cc3)c(=S)[nH]c2c1", "largest_force_ev_per_a": 0.79, "homo_lumo_gap_ev": 8.2, "homo_ev": -8.5}

{"formula": "C44H28BF4N4Tl", "method": "ωB97M-V/def2-TZVPD", "elements": ["H", "H", "N", "C", "H", "H", "H", "C", "C", "C", "C", "H", "C", "C", "H", "F", "C", "C", "H", "C", "H", "C", "F", "H", "C", "C", "H", "H", "C", "C", "H", "C", "C", "C", "H", "C", "C", "H", "C", "C", "H", "N", "C", "C", "N", "C", "C", "C", "C", "C", "F", "C", "C", "H", "H", "N", "C", "C", "C", "H", "H", "H", "C", "C", "Tl", "C", "C", "C", "C", "C", "H", "H", "H", "H", "C", "C", "C", "H", "F", "B", "H", "H"], "xyz": [[-5.1358, 4.6418, -4.1415], [-4.9097, -0.6660, 1.1101], [0.1269, -0.8939, 1.8989], [3.3308, -3.5739, 2.0251], [-1.0831, 3.4911, -3.7550], [5.3381, 5.8227, -1.7096], [6.0938, -3.2656, 4.6599], [3.6858, 2.8374, -3.4543], [-3.4103, 1.8831, -3.0391], [-5.4721, 2.6197, -4.7658], [1.2596, -1.4995, 2.4120], [1.4939, 3.8095, -3.2317], [-3.7831, 3.2233, -3.1682], [4.5244, -2.2178, 3.5707], [3.7452, -5.6430, 1.9230], [1.0963, -1.7844, -1.2617], [0.7889, -2.3944, 3.4745], [-5.6548, -2.8438, 4.1959], [2.5339, -3.6767, 1.2863], [-2.2931, -1.1540, 2.0767], [1.4689, -2.9916, 4.0551], [5.0131, -4.6102, 3.4068], [-0.5290, -2.8866, 0.0375], [-4.9123, 0.5965, -1.2784], [4.8653, 5.0026, -2.1943], [4.2935, 0.3496, 1.2207], [-5.3483, -4.5627, 2.9491], [-1.2186, -2.8850, 4.1542], [-4.0799, 0.9225, -3.8020], [-0.9582, 1.8293, -2.2650], [4.7922, -1.2858, 4.0291], [0.8409, 3.0578, -2.8776], [4.9990, 4.8693, -3.5635], [-2.3420, 1.4471, -2.0663], [3.3317, 1.9629, -3.9044], [-0.9822, -1.3949, 2.4728], [4.3116, 1.2675, 0.2441], [-5.5551, 0.5515, -5.2720], [2.5259, 2.1389, -1.3342], [-5.0131, -3.5389, 3.1706], [-3.7727, -0.0383, 4.1209], [-1.9560, 0.2925, 0.0787], [4.1691, 4.0421, -1.4610], [-0.5226, -2.3450, 3.4803], [2.1996, 0.4986, 0.4694], [4.3937, 3.7790, -4.1759], [-4.0771, -0.2600, 0.5392], [-4.8195, 3.6075, -4.0276], [-5.0675, 1.2965, -4.6645], [-4.0569, 0.3625, -0.6621], [-0.6241, -3.0349, -2.1928], [-2.7155, -0.4120, 0.9874], [-5.1622, -1.6076, 4.5992], [4.5063, 3.5875, -5.2425], [-6.3085, 2.8870, -5.4062], [0.1413, 1.4168, -1.5384], [5.3242, -3.3391, 3.9090], [3.9993, -4.7205, 2.4340], [1.2462, 2.1672, -1.8932], [-3.9117, -0.1408, -3.6673], [5.5732, -5.4579, 3.7649], [4.1298, 4.1215, -0.4233], [3.5260, 2.9814, -2.0767], [2.9734, -0.1740, 1.3142], [0.1746, -0.0839, -0.0327], [-3.4013, -1.7455, 2.8788], [3.5395, -2.3013, 2.5945], [2.9420, 1.3889, -0.2545], [-4.0943, -1.0591, 3.8934], [-2.7116, 0.7340, -0.9467], [5.5724, 5.5962, -4.1553], [-5.5894, -1.0249, 5.4259], [5.1256, -0.0385, 1.7344], [-3.2871, 3.9956, -2.5656], [-3.8887, -2.9989, 2.5456], [-0.4946, 2.8770, -3.1135], [2.5769, -1.2520, 2.1790], [-3.3672, -3.5706, 1.8219], [1.1185, -4.1124, -1.0312], [0.2280, -3.0400, -1.1327], [-6.5395, -3.2432, 4.7084], [5.1297, 1.8136, -0.1042]], "forces_ev_per_angstrom": [[0.189, -0.150, 0.232], [0.063, 0.210, -0.446], [0.797, 0.283, 0.233], [-0.590, -0.038, -0.037], [-0.392, 0.063, -0.356], [0.246, 0.482, 0.479], [0.121, 0.241, 0.057], [0.752, 0.884, 0.924], [0.378, -0.071, 0.220], [0.089, 0.499, 0.016], [-1.437, -0.413, 1.473], [0.107, 0.623, -0.613], [0.054, 0.548, 0.097], [1.197, -0.552, -0.261], [0.126, -0.074, 0.323], [-0.523, -0.566, 0.209], [1.805, -0.196, -0.873], [-0.252, -0.028, 0.348], [0.260, 0.029, 0.019], [-0.025, 0.185, 0.962], [-0.131, -0.083, 0.212], [-0.356, 0.904, -0.505], [0.273, 0.222, 0.166], [0.063, 0.006, 0.077], [0.035, -0.728, -0.217], [0.117, -0.641, -0.294], [0.156, 0.618, -0.169], [0.644, 0.441, -0.585], [0.439, -0.248, 0.655], [0.309, 0.663, 0.055], [-0.184, 0.446, 0.200], [-0.735, 0.584, -0.346], [-0.130, 0.173, -0.375], [1.391, 0.221, 0.114], [-0.763, -1.003, -0.837], [0.554, -0.657, 0.110], [-1.655, 0.332, -0.291], [-0.151, -0.160, 0.000], [0.805, -0.179, -0.354], [-0.102, -0.385, 0.504], [-0.012, -0.324, 0.093], [1.189, -1.084, 1.246], [0.186, 0.279, -1.199], [-3.037, -0.401, 1.288], [-0.723, 0.324, -0.203], [0.334, -0.476, -0.671], [-0.578, -0.720, 0.263], [-0.002, -0.701, -0.097], [-0.832, 0.366, -0.596], [-1.388, 0.021, 0.563], [0.084, -0.158, -0.548], [-0.018, 1.488, -1.661], [0.224, 0.343, -0.420], [0.068, 0.262, 0.170], [0.197, -0.035, -0.007], [-0.332, 0.241, -0.232], [-1.420, -0.293, -0.252], [0.612, 0.610, 0.176], [-1.137, -0.904, 0.325], [0.462, 0.126, -0.014], [0.025, -0.227, -0.104], [-0.272, 0.298, 1.643], [-0.270, 0.187, 0.144], [0.676, -0.312, 0.683], [-0.185, -0.126, -0.654], [-1.126, -0.226, 0.585], [0.259, -1.063, 0.504], [1.557, -0.398, 0.633], [0.810, 0.655, -0.101], [-0.948, 0.028, -0.629], [-0.346, -0.348, 0.327], [0.005, -0.407, -0.464], [0.797, -0.276, 0.625], [-0.120, -0.432, -0.231], [-0.463, -0.236, 0.624], [0.113, -0.045, -0.086], [0.072, 0.970, -1.314], [0.353, -0.477, -0.745], [-0.608, 0.688, -0.170], [0.696, -0.341, 0.177], [0.475, -0.048, -0.312], [1.082, 0.689, -0.484]], "mulliken_charge": [0.3721, 0.4544, -0.4554, 0.0673, 0.6323, 0.4142, 0.3767, -0.3159, -0.2417, -0.3626, -0.1029, 0.6289, -0.1278, -0.0479, 0.4415, -0.5204, -1.3264, -0.2705, 0.4449, 1.3523, 0.5657, -0.3775, -0.1621, 0.5185, -0.8678, -1.4779, 0.3591, 0.4660, -0.1641, 0.1783, 0.5347, -1.1328, -0.4132, 1.0368, 0.5919, 0.5467, -1.2317, 0.3820, 1.9762, -0.8965, 0.3936, -0.4794, -0.5591, -1.1735, -0.4858, -0.6442, -1.4578, -0.8144, -0.7435, -1.0098, -0.3751, 0.6862, -0.6948, 0.3823, 0.3817, -0.4044, -0.8087, -0.7682, 0.5632, 0.4817, 0.3999, 0.6190, -0.3692, 0.6037, 2.2435, -1.4937, -0.5357, -0.0988, 0.1592, 0.2091, 0.3774, 0.3701, 0.6074, 0.4669, 0.1399, -1.3069, 1.6102, 0.6063, -0.3552, 0.3698, 0.3600, 0.7018], "de_lowest_ev": 0.000, "largest_force_ev_per_a": 3.32, "homo_lumo_gap_ev": 5.9, "homo_ev": -7.4}

{"formula": "C7H8NS", "method": "ωB97M-V/def2-TZVPD", "elements": ["H", "N", "H", "H", "C", "C", "C", "S", "C", "C", "H", "H", "H", "C", "H", "H", "C"], "xyz": [[-0.1888, 2.2234, 1.2480], [-0.7930, -0.9629, 0.5727], [0.8574, 0.1370, 1.4535], [0.3560, 0.1241, -2.6740], [-0.7640, 1.3279, 0.8613], [0.4003, -0.3648, -1.7271], [-2.0391, 1.4988, 0.5488], [-3.8475, -0.3041, -0.7382], [-2.7847, 0.5022, -0.0665], [0.0880, 0.1919, 0.6858], [-2.4455, 2.4129, 0.7442], [0.2273, -1.4606, -1.7665], [-1.4450, -2.5625, 1.4673], [-0.6821, -1.8955, 1.4071], [0.0868, -2.0347, 2.0660], [0.9978, 1.4782, -0.9190], [0.6258, 0.4835, -0.6946]], "forces_ev_per_angstrom": [[-0.984, -0.902, -0.389], [-0.144, 0.756, 0.716], [0.065, -0.130, 0.256], [0.826, -0.048, -0.862], [1.797, 2.831, 1.510], [0.214, 0.522, 0.657], [0.421, -2.262, -0.555], [-0.074, -0.205, -0.210], [-0.329, 0.157, 0.323], [0.666, -2.120, -0.978], [-1.548, 2.278, 0.186], [-0.316, 1.051, 0.677], [-2.140, -2.277, -0.113], [-0.194, 1.569, -1.508], [2.274, -0.008, 1.763], [-0.269, 0.044, 0.097], [-0.265, -1.256, -1.569]], "mulliken_charge": [0.3821, -0.4242, 0.5322, 0.2698, -0.4982, -0.7082, -0.0658, -0.1393, 0.1034, 0.6719, 0.5596, 0.2828, 0.3001, -0.4761, 0.3107, 0.3830, -0.4839], "de_lowest_ev": 2.340, "largest_force_ev_per_a": 3.68, "homo_lumo_gap_ev": 7.6, "homo_ev": -13.4, "total_charge": 1}